Molecular formula: C25H55N3O2
Method: DFT, ωB97M-V/def2-TZVPD

Its energy relative to the best compared isomer or geometry (same formula, charge and spin) is 0.00 kJ/mol. As for the total charge: +2. The calculation puts the LUMO energy at -7.9832 eV. Its spin multiplicity is 1. The value obtained for the HOMO energy is -13.1 eV.

Positions of all 85 atoms, in Å:
O1 24.770 -9.429 -14.558
O2 22.579 -8.478 -12.829
N1 28.414 -9.204 -15.187
N2 23.126 -12.209 -12.063
N3 22.834 -7.430 -13.700
C1 27.924 -10.632 -15.564
C2 22.647 -6.437 -15.973
C3 27.012 -8.332 -17.186
C4 21.880 -7.314 -14.921
C5 24.184 -5.479 -14.274
C6 24.180 -14.119 -10.902
C7 29.935 -9.156 -15.446
C8 23.773 -11.008 -11.255
C9 22.614 -5.484 -12.216
C10 24.277 -12.816 -12.897
C11 20.676 -11.331 -12.182
C12 24.795 -6.838 -12.248
C13 21.685 -8.667 -15.672
C14 23.167 -5.190 -15.393
C15 27.728 -8.006 -15.873
C16 28.407 -9.166 -13.652
C17 23.598 -6.267 -13.119
C18 21.939 -11.696 -12.984
C19 30.577 -8.410 -14.291
C20 29.564 -8.295 -13.216
C21 19.433 -10.888 -13.007
C22 22.815 -13.431 -11.139
C23 26.183 -7.110 -17.594
C24 25.178 -13.630 -11.973
C25 20.453 -6.789 -14.510
H1 25.592 -14.555 -12.374
H2 27.410 -9.115 -13.214
H3 18.548 -10.988 -12.378
H4 26.316 -9.157 -17.034
H5 20.044 -7.509 -13.801
H6 23.499 -4.491 -16.161
H7 20.448 -5.734 -14.237
H8 19.219 -11.544 -13.851
H9 24.229 -10.234 -11.872
H10 30.334 -10.170 -15.411
H11 22.276 -10.843 -13.574
H12 28.484 -7.227 -15.970
H13 23.502 -6.890 -16.473
H14 20.329 -12.034 -11.424
H15 25.463 -7.061 -16.777
H16 24.349 -7.362 -11.403
H17 26.885 -10.698 -15.240
H18 29.874 -8.736 -12.268
H19 20.964 -10.446 -11.615
H20 21.879 -4.780 -12.605
H21 21.053 -8.515 -16.547
H22 23.205 -4.889 -11.520
H23 21.980 -6.061 -11.543
H24 21.276 -9.478 -15.069
H25 31.358 -9.028 -13.847
H26 27.784 -8.522 -17.931
H27 25.416 -7.543 -12.801
H28 19.856 -6.670 -15.414
H29 31.031 -7.487 -14.650
H30 22.298 -12.920 -10.327
H31 21.751 -12.523 -13.668
H32 24.517 -13.906 -9.888
H33 28.125 -10.925 -16.595
H34 26.056 -13.027 -11.744
H35 25.211 -10.100 -14.002
H36 26.968 -7.757 -15.133
H37 19.431 -9.843 -13.316
H38 21.965 -6.172 -16.781
H39 24.680 -4.548 -13.999
H40 30.169 -8.887 -16.476
H41 29.274 -7.247 -13.134
H42 25.260 -5.995 -11.736
H43 23.983 -15.190 -10.966
H44 22.592 -9.134 -16.054
H45 24.764 -12.022 -13.464
H46 24.574 -11.354 -10.602
H47 22.359 -4.604 -14.954
H48 26.761 -6.190 -17.685
H49 22.957 -10.567 -10.683
H50 28.663 -10.141 -13.237
H51 28.580 -11.296 -15.001
H52 23.721 -13.429 -13.607
H53 25.613 -7.314 -18.501
H54 22.070 -14.038 -11.653
H55 25.036 -6.050 -14.646

Molecular formula: C25H55N3O6P
Method: DFT, ωB97M-V/def2-TZVPD

As for the total charge: -1. The calculation puts the LUMO energy at 2.2982 eV. Its spin multiplicity is 1. The value obtained for the HOMO energy is -4.1 eV.

Positions of all 90 atoms, in Å:
P1 -0.915 1.093 0.232
O1 -3.878 -2.537 -1.996
O2 3.622 8.699 3.622
O3 1.913 0.153 3.158
O4 -4.644 -6.860 -3.105
O5 -0.130 1.392 3.039
O6 2.856 4.376 2.513
N1 1.803 1.313 -0.079
N2 -5.117 -4.187 -4.355
N3 2.383 7.049 1.263
C1 -4.630 -6.609 -4.515
C2 -3.472 -2.481 -3.364
C3 0.939 -1.064 0.127
C4 3.720 7.411 4.213
C5 -0.811 1.204 -1.693
C6 -5.955 -7.051 -2.590
C7 2.870 4.627 1.103
C8 4.028 8.755 2.254
C9 -3.780 -3.825 -1.405
C10 4.083 0.117 0.603
C11 0.944 0.606 2.344
C12 4.807 -0.404 1.792
C13 1.545 4.186 3.028
C14 -4.132 -5.182 -4.793
C15 -0.029 -4.246 -0.283
C16 3.368 6.054 0.826
C17 0.863 0.453 0.724
C18 3.171 1.480 0.522
C19 1.400 -3.652 0.320
C20 1.119 -2.266 1.215
C21 2.027 -4.836 1.307
C22 2.899 8.423 1.257
C23 -2.498 -0.592 2.146
C24 -4.601 -2.813 -4.361
C25 -2.251 -0.220 0.571
H1 0.078 -5.382 -0.592
H2 0.965 5.109 2.960
H3 -3.182 -5.052 -4.265
H4 -3.596 -3.694 -0.335
H5 -1.522 -1.151 2.543
H6 -3.275 0.223 0.147
H7 4.536 6.816 3.794
H8 -0.538 2.273 -2.090
H9 4.324 9.795 2.074
H10 3.577 3.917 0.663
H11 -2.569 -3.079 -3.533
H12 2.770 6.880 4.114
H13 3.764 2.215 -0.210
H14 -0.390 -3.643 -1.237
H15 1.394 2.288 -0.147
H16 -0.022 0.415 -2.118
H17 -0.810 -4.168 0.594
H18 3.196 -4.735 1.432
H19 1.890 4.448 0.640
H20 1.884 -1.099 -0.601
H21 3.904 7.542 5.283
H22 4.318 6.184 1.353
H23 -5.870 -7.328 -1.536
H24 1.853 -5.916 0.831
H25 4.181 -0.514 -0.404
H26 -3.923 -7.319 -4.956
H27 -5.418 -4.412 -3.409
H28 -6.468 -7.858 -3.123
H29 -3.951 -5.065 -5.866
H30 3.549 6.171 -0.248
H31 3.184 2.052 1.570
H32 -3.176 -1.441 -3.544
H33 -2.964 -4.421 -1.825
H34 2.149 -2.062 1.782
H35 -4.730 -4.356 -1.504
H36 0.020 -1.361 -0.574
H37 -1.847 0.878 -2.182
H38 -2.641 0.354 2.855
H39 0.250 -2.388 1.989
H40 -2.088 -1.239 0.000
H41 -4.275 -2.557 -5.375
H42 2.082 6.824 2.209
H43 4.931 8.158 2.085
H44 -6.535 -6.127 -2.658
H45 -3.397 -1.361 2.297
H46 2.048 9.076 1.485
H47 1.032 3.379 2.495
H48 4.342 -0.730 2.814
H49 5.977 -0.573 1.671
H50 1.494 -4.702 2.341
H51 -5.610 -6.789 -4.978
H52 3.225 8.680 0.243
H53 1.630 3.908 4.082
H54 -5.452 -2.161 -4.133
H55 2.179 -3.466 -0.542

Molecular formula: C25H55N4O6
Method: DFT, ωB97M-V/def2-TZVPD

Its energy relative to the best compared isomer or geometry (same formula, charge and spin) is 0.00 kJ/mol. As for the total charge: +1. The calculation puts the LUMO energy at -4.7947 eV. Its spin multiplicity is 1. The value obtained for the HOMO energy is -11.2 eV.

Positions of all 90 atoms, in Å:
O1 3.996 -4.134 0.785
O2 -3.606 -0.562 -0.525
O3 -1.056 -1.495 -3.671
O4 1.586 0.517 5.215
O5 -1.827 7.683 -2.843
O6 -2.393 -0.575 3.436
N1 -1.135 2.115 -3.030
N2 1.010 -1.658 -4.630
N3 -0.023 4.202 -2.964
N4 -1.205 3.565 -1.095
C1 3.843 -2.995 2.908
C2 2.486 -5.053 2.428
C3 -0.927 -2.391 4.043
C4 -0.885 -1.389 1.744
C5 -1.751 -1.751 2.940
C6 2.777 -0.392 7.107
C7 -5.835 -1.487 -0.610
C8 -4.408 -1.588 -1.125
C9 1.419 -0.028 6.529
C10 -0.771 0.871 -2.266
C11 0.065 -1.043 -3.733
C12 -0.299 9.077 -4.087
C13 2.753 -4.814 -3.707
C14 3.434 -3.157 -2.189
C15 1.963 -3.900 -4.363
C16 3.490 -4.474 -2.595
C17 -2.068 7.721 -5.243
C18 0.693 0.979 7.408
C19 -3.804 -2.949 -0.822
C20 1.877 -2.595 -3.945
C21 0.444 0.134 -2.820
C22 2.652 -2.251 -2.852
C23 3.100 -3.790 1.845
C24 -0.779 3.278 -2.357
C25 -1.710 8.518 -3.999
H1 -4.393 -1.412 -2.202
H2 2.679 -0.829 8.102
H3 1.267 1.906 7.487
H4 -1.205 6.957 -2.941
H5 0.433 8.267 -4.171
H6 3.288 -1.107 6.461
H7 -1.630 0.211 -2.116
H8 1.145 0.800 -3.338
H9 -1.556 -2.637 4.899
H10 -0.275 1.237 6.977
H11 -0.113 -0.666 2.029
H12 -5.863 -1.616 0.475
H13 -3.769 -3.124 0.257
H14 1.413 -4.260 -5.228
H15 2.829 -5.847 -4.034
H16 -0.343 4.549 -3.859
H17 1.568 -0.965 -5.120
H18 3.176 -2.699 3.720
H19 -4.382 -3.750 -1.284
H20 -2.778 -3.003 -1.190
H21 0.532 0.584 8.412
H22 2.316 -3.170 1.405
H23 2.654 -1.226 -2.492
H24 -0.053 9.638 -3.185
H25 3.262 -5.708 2.833
H26 -0.439 -3.304 3.694
H27 -2.009 8.338 -6.140
H28 4.697 -4.683 1.155
H29 -6.473 -2.245 -1.067
H30 4.285 -2.096 2.476
H31 2.122 1.313 5.295
H32 -1.705 0.038 3.717
H33 4.006 -2.853 -1.319
H34 4.662 -3.585 3.328
H35 -2.542 -2.436 2.627
H36 -1.692 2.764 -0.686
H37 0.811 -0.928 6.425
H38 -1.391 6.868 -5.364
H39 -1.489 -0.922 0.963
H40 -6.252 -0.503 -0.827
H41 3.417 0.492 7.176
H42 -0.187 9.735 -4.949
H43 0.956 -0.297 -1.952
H44 4.094 -5.182 -2.042
H45 -2.159 2.123 -3.081
H46 -3.079 7.320 -5.163
H47 -2.421 9.335 -3.870
H48 0.791 4.593 -2.511
H49 -3.611 -0.704 0.430
H50 1.963 -5.617 1.654
H51 -0.157 -1.699 4.399
H52 1.780 -4.818 3.226
H53 -0.397 -2.272 1.327
H54 -0.397 3.720 -0.483
H55 -0.486 1.185 -1.250

| no. | frontier orbital gap (eV) |
| --- | --- |
| 1 | 5.1 |
| 2 | 6.4 |
| 3 | 6.4 |